Entry from the OMol25 dataset: a single C8H11OP3 molecule (ωB97M-V with the def2-TZVPD basis set).

Summary:
HOMO-LUMO gap (alpha / beta), eV: 6.111 / 6.473
Electronic energy, a.u.: -1410.49109
LUMO (alpha / beta), eV: -1.00 / -1.04
E_HOMO (alpha / beta), eV: -7.112 / -7.514

Cartesian coordinates (Å):
C1 2.905 -2.107 -0.432
C2 2.842 -0.996 0.346
C3 1.815 -2.568 -1.133
C4 1.702 -0.240 0.403
C5 0.628 -1.903 -1.085
C6 0.543 -0.706 -0.263
C7 -0.419 1.937 -0.422
C8 -2.582 2.696 0.078
O1 -1.401 2.866 -0.651
P1 -2.822 -1.237 -0.356
P2 -1.057 0.360 2.092
P3 -1.102 0.179 -0.089
H1 3.776 -2.496 -0.769
H2 3.702 -0.541 0.762
H3 2.005 -3.388 -1.796
H4 1.562 0.635 1.235
H5 -0.275 -2.294 -1.478
H6 0.369 2.115 -1.287
H7 -3.101 1.826 -0.200
H8 -3.105 3.596 -0.189
H9 -2.210 2.614 1.068
H10 -2.380 0.528 2.199
H11 -1.396 -0.876 1.967

---

Entry from the OMol25 dataset: a single C8H11P molecule (ωB97M-V with the def2-TZVPD basis set).

Summary:
HOMO-LUMO gap (alpha / beta), eV: 6.747 / 7.012
Electronic energy, a.u.: -652.52088
LUMO (alpha / beta), eV: -0.95 / -0.80
E_HOMO (alpha / beta), eV: -7.698 / -7.813

Cartesian coordinates (Å):
C1 -2.209 0.507 -0.234
C2 -1.336 -0.330 -1.222
C3 -0.331 -1.190 -0.487
C4 0.259 0.216 0.108
C5 -0.915 0.910 -0.588
C6 -0.860 -2.137 0.577
C7 1.790 2.102 0.321
C8 1.672 0.675 -0.120
P1 -3.715 0.314 0.395
H1 -1.682 -0.642 -2.137
H2 0.516 -1.553 -1.022
H3 -0.030 0.072 1.201
H4 -1.439 -1.643 1.222
H5 -0.116 -2.561 1.052
H6 -1.433 -2.827 0.147
H7 1.554 2.785 -0.354
H8 2.773 2.406 0.625
H9 1.195 2.330 1.144
H10 2.366 -0.022 0.497
H11 1.942 0.589 -1.126

---

Entry from the OMol25 dataset: a single C8H12 molecule (ωB97M-V with the def2-TZVPD basis set).

Summary:
HOMO-LUMO gap, eV: 8.820
Electronic energy, a.u.: -311.85736
LUMO, eV: 0.40
E_HOMO, eV: -8.421
SMILES string: C=CC(=C)C(=C)CC

Cartesian coordinates (Å):
C1 -1.633 0.435 -1.864
C2 -0.352 0.108 -2.036
C3 0.502 -0.433 -0.932
C4 1.836 -0.567 -1.022
C5 -0.149 -0.424 0.425
C6 -0.059 -1.516 1.200
C7 -0.389 0.948 1.057
C8 0.166 1.133 2.470
H1 -2.316 -0.034 -1.155
H2 -1.972 1.055 -2.707
H3 0.164 -0.146 -2.958
H4 2.405 -1.020 -1.823
H5 2.449 -0.387 -0.150
H6 0.490 -1.413 2.136
H7 -0.240 -2.532 0.877
H8 -0.098 1.706 0.327
H9 -1.490 1.068 1.085
H10 1.227 0.883 2.498
H11 -0.507 0.572 3.148
H12 0.150 2.165 2.827

---

Entry from the OMol25 dataset: a single C8H12 molecule (ωB97M-V with the def2-TZVPD basis set).

Summary:
HOMO-LUMO gap, eV: 8.726
Electronic energy, a.u.: -311.91890
LUMO, eV: 0.39
E_HOMO, eV: -8.334
SMILES string: C=CC(=C)C(=C)CC

Cartesian coordinates (Å):
C1 -2.748 -1.852 -0.523
C2 -1.788 -1.338 0.233
C3 -0.611 -0.599 -0.338
C4 -0.199 -0.810 -1.593
C5 0.144 0.278 0.581
C6 0.023 0.253 1.917
C7 0.908 1.462 0.004
C8 2.451 1.357 -0.007
H1 -2.714 -1.631 -1.584
H2 -3.608 -2.398 -0.163
H3 -1.693 -1.583 1.281
H4 -0.813 -0.924 -2.480
H5 0.798 -0.513 -1.915
H6 0.827 0.731 2.464
H7 -0.744 -0.332 2.399
H8 0.676 1.615 -1.044
H9 0.666 2.325 0.615
H10 2.860 2.318 -0.299
H11 2.733 0.458 -0.553
H12 2.831 1.183 1.004